A molecular structure, C17H48AlN11O22PS. Source: OMol25; level of theory: ωB97M-V with the def2-TZVPD basis set.

Geometry as XYZ:
```
101
Properties=species:S:1:pos:R:3:forces:R:3
C 1.60462 -5.39506 -1.11235 -0.744 0.090 0.211
C 3.12146 -5.28941 -0.45191 4.014 -0.885 -3.201
O 4.14288 -5.62588 -1.27450 -6.079 1.988 5.513
O 3.35908 -4.83703 0.95923 -0.671 -0.592 -3.921
C 3.57291 -3.38064 0.95746 0.817 2.311 -0.886
C 4.58739 -2.82462 2.11894 0.601 -1.161 -0.160
C 4.22137 -3.29168 3.64677 0.680 -0.843 -0.393
Al 3.24023 -1.89258 4.77987 1.581 0.058 0.492
C 4.14343 -0.03488 4.82252 -0.139 1.661 0.717
C 3.45776 0.98114 5.96083 0.993 -0.635 -0.374
N 4.25746 2.29174 5.90532 -0.678 -0.332 0.901
P 0.92408 -1.77003 4.30145 0.913 1.041 0.754
S 0.36436 -3.57401 3.83262 -0.900 -1.464 -0.647
H 1.25050 -6.52712 -1.23275 1.106 2.455 0.529
H 0.77922 -4.83438 -0.47624 1.970 -1.160 -1.101
H 1.55825 -4.94898 -2.21812 0.638 -0.865 2.561
H 2.55473 -2.80506 1.00197 1.672 -1.274 0.080
H 4.08828 -3.12581 -0.08860 -1.057 -0.345 2.131
H 4.67114 -1.64617 2.00164 -0.420 -2.743 0.296
H 5.66150 -3.26097 1.87832 -2.100 0.866 0.168
H 3.63218 -4.32140 3.71203 1.240 2.053 -0.513
H 5.26249 -3.50561 4.18988 -2.128 0.490 -1.030
H 3.29887 -2.42959 6.30092 -0.204 -0.072 0.162
H 5.27820 -0.14421 5.17591 -2.188 0.282 -0.951
H 4.07826 0.55626 3.80636 0.438 -1.034 1.930
H 3.60176 0.50491 7.03487 -0.720 0.721 -2.143
H 2.33051 1.21489 5.74337 2.129 -0.536 0.426
H 3.72831 3.07521 6.35818 0.782 -1.090 -0.261
H 5.13905 2.11895 6.43757 -1.079 0.434 -0.560
H 0.23435 -1.33804 5.52448 0.345 0.157 -1.403
H 0.81680 -0.81673 3.22184 -0.729 -0.147 0.738
C 4.01022 0.64756 -1.14859 0.324 -0.038 -0.031
N 3.59180 0.31874 0.24084 -0.175 -0.207 1.179
O 4.48722 0.15330 1.07751 -1.443 0.523 -1.227
O 2.37632 0.23591 0.45239 1.774 0.063 -0.196
H 5.10078 0.68770 -1.18893 -0.246 -0.057 0.183
H 3.62884 -0.13937 -1.80251 -0.048 0.273 0.192
H 3.57887 1.61821 -1.40157 -0.041 -0.334 0.130
C 3.19937 -9.05392 -1.15421 0.153 0.373 -0.010
N 1.79161 -9.53446 -1.18608 -0.854 -0.379 -0.003
O 0.90628 -8.68379 -1.33340 0.914 -1.522 0.184
O 1.61501 -10.75204 -1.06223 -0.006 1.787 -0.211
H 3.20487 -7.96846 -1.27372 -0.013 -0.258 0.007
H 3.62263 -9.33772 -0.18848 -0.072 -0.064 -0.228
H 3.73055 -9.53536 -1.97779 -0.104 -0.028 0.234
C 3.71309 2.30566 -4.93425 0.256 -0.178 -0.118
N 2.57340 2.22233 -3.98142 -0.974 -0.051 0.636
O 2.40617 1.14851 -3.39142 -0.095 1.660 -1.011
O 1.87878 3.23719 -3.85268 0.970 -1.575 -0.063
H 4.23402 1.34596 -4.94666 -0.224 0.205 0.085
H 3.30250 2.53435 -5.91987 0.065 0.097 0.236
H 4.37629 3.10007 -4.58597 -0.219 -0.043 -0.119
C -0.40477 4.70304 -1.65754 0.280 -0.286 0.079
N 0.39039 5.93183 -1.39014 0.685 0.439 0.382
O 1.51962 5.78180 -0.90899 -1.546 0.600 -0.738
O -0.14145 7.01231 -1.67071 0.843 -1.234 0.403
H 0.18344 3.83090 -1.36441 -0.060 0.310 -0.016
H -1.32006 4.76755 -1.06558 0.100 0.096 -0.200
H -0.62405 4.67873 -2.72691 0.126 0.124 0.630
C -3.89224 5.25933 -3.52288 -0.106 0.184 -0.095
N -2.84645 4.94924 -4.53475 0.296 0.107 -0.387
O -3.08075 5.26700 -5.70663 0.715 -0.651 1.258
O -1.81989 4.39556 -4.12412 -1.608 0.576 -1.493
H -4.73470 5.74247 -4.02225 0.467 -0.199 0.135
H -4.20229 4.31554 -3.06961 0.361 0.424 -0.144
H -3.44712 5.92801 -2.78332 0.108 -0.225 -0.054
C -5.80816 2.16333 -5.93555 0.264 0.047 -0.208
N -6.50114 2.79890 -4.78249 -0.504 0.486 0.814
O -6.10075 3.91310 -4.42557 -1.003 -1.797 -0.509
O -7.42744 2.16135 -4.26816 1.308 1.053 -0.582
H -5.01950 2.83240 -6.28615 -0.212 -0.074 0.192
H -5.38570 1.21895 -5.58627 -0.205 0.127 -0.056
H -6.55208 2.00058 -6.71805 0.082 -0.085 0.229
C -2.83941 0.67904 6.25537 -0.271 -0.017 -0.126
N -1.40131 0.63128 5.87680 1.098 0.105 -0.355
O -1.11462 0.90815 4.70619 -0.230 -0.368 1.750
O -0.60085 0.31713 6.76538 -1.169 0.625 -1.298
H -3.42561 0.96768 5.38039 0.270 -0.081 0.159
H -3.12326 -0.31817 6.59789 0.119 0.204 0.051
H -2.94600 1.41811 7.05202 0.079 -0.237 -0.057
C -0.11294 -7.45688 4.80181 0.287 0.082 -0.201
N -0.53136 -7.78570 6.19124 -0.031 -0.198 0.915
O 0.36406 -7.95114 7.02791 -1.521 0.134 -0.971
O -1.74685 -7.86852 6.40279 1.647 0.030 -0.052
H 0.97761 -7.41673 4.76148 -0.308 0.042 0.137
H -0.49432 -8.24381 4.14789 -0.081 0.180 0.151
H -0.54429 -6.48623 4.54883 0.036 -0.139 0.023
C -6.69238 2.54332 -0.17342 -0.229 0.154 0.207
N -5.66005 2.80797 -1.21168 0.623 0.111 -0.648
O -5.43000 3.99000 -1.49284 -0.328 -1.859 0.589
O -5.10983 1.82168 -1.71518 -0.702 1.648 0.547
H -7.09040 3.49682 0.18008 0.194 -0.193 -0.191
H -7.47954 1.94474 -0.63648 0.246 0.006 0.070
H -6.20851 2.00134 0.64166 -0.079 -0.023 -0.242
C -4.95250 7.43615 -7.43279 0.059 0.028 -0.357
N -5.99461 7.63971 -6.39054 -0.798 0.171 0.706
O -7.05163 8.17542 -6.74394 1.398 -0.785 0.738
O -5.72213 7.25604 -5.24705 -0.671 0.758 -1.670
H -5.32592 7.81856 -8.38509 -0.037 -0.042 0.330
H -4.06173 7.98459 -7.11962 -0.124 -0.268 0.046
H -4.75659 6.36395 -7.49782 0.108 0.232 0.200
```
Forces are in eV/Å.

Summary:
- HOMO level (eV) = -4.08
- ΔE to the lowest compared entry with this formula, charge and spin (kcal per mole) = 124.0
- DFT total energy (eV) = -106533.1354
- net charge = -1
- E_LUMO (Eh) = 0.0274

Results of the Löwdin charge analysis, in e, for atoms 1 through 99: -0.022, -0.264, -0.067, -0.121, -0.208, -0.235, -0.310, 0.091, -0.306, -0.353, -0.098, 0.131, -0.099, 0.064, 0.098, 0.102, 0.126, 0.128, 0.080, 0.107, 0.052, 0.058, -0.081, 0.058, 0.041, 0.098, 0.098, 0.043, 0.048, -0.076, -0.075, 0.025, -0.399, 0.031, 0.054, 0.097, 0.092, 0.087, 0.052, -0.414, 0.036, 0.046, 0.064, 0.109, 0.104, 0.042, -0.408, 0.032, 0.060, 0.098, 0.101, 0.103, 0.029, -0.420, 0.049, 0.032, 0.098, 0.103, 0.053, 0.020, -0.375, 0.039, 0.024, 0.055, 0.059, 0.113, 0.052, -0.396, 0.037, 0.052, 0.092, 0.107, 0.102, 0.033, -0.432, 0.031, 0.020, 0.091, 0.102, 0.096, 0.032, -0.426, 0.046, 0.032, 0.099, 0.097, 0.067, 0.047, -0.397, 0.034, 0.060, 0.097, 0.104, 0.104, 0.037, -0.409, 0.055, 0.043, 0.094


A single H13NSi6 molecule. Source: OMol25; level of theory: ωB97M-V with the def2-TZVPD basis set.

Geometry as XYZ:
```
20
Properties=species:S:1:pos:R:3:forces:R:3
N 3.23435 0.65991 0.46407 1.625 0.899 1.360
Si -1.83439 -0.82821 0.47554 0.511 -0.093 0.475
Si -2.22971 1.01744 -0.92454 1.768 -0.442 -0.802
Si -0.14945 -2.52204 0.31862 1.224 -0.047 -0.511
Si -1.60973 2.97017 0.28446 0.993 -0.113 -0.211
Si 1.82127 -1.63160 -0.67212 0.474 -2.034 -0.775
Si 1.68344 0.51549 -0.17521 2.180 0.829 -4.085
H 3.50377 1.59816 0.79982 0.172 -1.054 0.049
H 3.48503 -0.11709 1.09302 0.187 1.016 -0.350
H -1.36721 -0.00474 1.63124 -0.071 -0.327 0.276
H -3.02676 -1.56630 0.88554 -0.472 0.012 0.114
H -1.41485 0.79790 -2.17119 0.359 0.116 0.361
H -3.44441 1.02411 -1.63850 -1.799 -0.008 -0.151
H 0.38090 -3.13712 1.60101 -0.580 0.473 -0.241
H -0.33441 -3.65748 -0.58956 -0.733 -0.294 -0.043
H 0.75236 0.82814 0.75612 -2.498 0.885 1.693
H -0.10145 2.76769 -0.21687 -1.198 0.234 0.316
H 3.12955 -2.33572 -0.23438 -0.886 0.582 0.303
H 2.09044 -1.75751 -2.15684 -0.675 -0.026 0.354
H 1.73796 1.31640 -1.59756 -0.583 -0.608 1.868
```
Forces are in eV/Å.

Summary:
- HOMO level (eV) = -8.78
- ΔE to the lowest compared entry with this formula, charge and spin (kcal per mole) = 0.0
- DFT total energy (eV) = -48961.6726
- net charge = 0
- E_LUMO (Eh) = -0.0618

Want to see where the charge sits? The Löwdin charges in e are: -0.229, 0.227, 0.113, 0.265, 0.468, 0.278, 0.175, 0.035, 0.016, -0.124, -0.137, -0.112, -0.170, -0.099, -0.142, -0.139, -0.237, -0.081, -0.099, -0.007


2 unconnected molecules or ions with the total composition C3H7BO2. Source: OMol25; level of theory: ωB97M-V with the def2-TZVPD basis set.

Geometry as XYZ:
```
13
Properties=species:S:1:pos:R:3:forces:R:3
B 2.95896 1.08921 0.78436 0.395 -0.598 0.313
C -0.49304 -0.99943 0.46106 -1.029 -1.277 -0.321
C -1.19621 -0.06297 -0.15962 0.564 0.098 -0.007
C -2.19874 0.04797 -1.30216 -2.403 -0.622 2.110
O 2.61089 2.17448 1.14786 -0.646 1.460 0.073
O 3.41771 -0.12059 0.55354 0.469 -1.138 0.513
H -0.69359 -2.05274 0.40040 0.080 -0.521 -0.425
H 0.25843 -0.74159 1.18375 0.089 0.294 0.243
H -3.06973 -0.71849 -1.32545 1.903 0.695 0.001
H -2.78106 0.97990 -1.17408 0.510 -0.180 0.004
H -1.72007 0.12832 -2.23819 0.596 -0.206 -1.114
H -0.81503 0.82297 0.28183 -0.284 1.740 -0.479
H 3.72149 -0.54705 1.38670 -0.244 0.256 -0.911
```
Forces are in eV/Å.

Summary:
- HOMO level (eV) = -9.79
- ΔE to the lowest compared entry with this formula, charge and spin (kcal per mole) = 25.3
- DFT total energy (eV) = -7996.4981
- net charge = 0
- SMILES = C=CC.O=BO
- E_LUMO (Eh) = 0.0002

Want to see where the charge sits? The Löwdin charges in e are: -0.542, -0.020, -0.223, -0.098, 0.159, 0.208, 0.045, 0.040, 0.101, 0.066, 0.045, 0.071, 0.149


| no. | frontier orbital gap (Ha) |
| --- | --- |
| 1 | 0.1773 |
| 2 | 0.2608 |
| 3 | 0.3599 |